The following is a DFT calculation (ωB97M-V/def2-TZVPD) of ClNO2S in the gas phase at a distorted geometry.

```
5
Properties=species:S:1:pos:R:3:forces:R:3:nbo_charge:R:1
Cl -2.114 0.477 -0.001 -0.4 -0.3 0.0 -0.095
S -0.871 -1.070 0.010 0.9 0.6 -0.1 0.236
O 1.738 -0.614 -0.051 1.4 -0.2 0.0 -0.316
O 0.494 1.185 0.046 1.4 0.1 -0.1 -0.317
N 0.752 0.023 -0.004 -3.3 -0.2 0.1 0.493
```
Positions in Å, forces in eV/Å.

HOMO level = -10.08 eV
Frontier orbital gap = 9.47 eV
SMILES = O=[N+]([O-])SCl
LUMO level = -0.61 eV


The following is a DFT calculation (ωB97M-V/def2-TZVPD) of a molecular structure, C38H46AsAuF5N5PSe at a distorted geometry.

```
98
Properties=species:S:1:pos:R:3:forces:R:3:mulliken_charge:R:1
Au 0.463 -0.456 -0.138 0.2 0.0 -0.2 -0.277
Se 2.760 -1.373 3.679 0.7 0.2 -0.1 -0.309
As -2.844 -1.108 -1.193 0.2 -0.5 -0.2 0.508
P 2.581 0.349 -0.345 0.2 0.0 0.6 0.417
F 5.271 0.574 3.731 0.2 0.1 0.2 -0.421
F 6.592 -4.059 1.409 0.3 -1.5 -0.8 -0.357
F 7.724 0.270 2.888 0.3 -0.2 -0.2 -0.359
F 4.156 -3.792 2.306 -0.2 0.1 0.2 -0.360
F 8.502 -2.236 1.682 -0.9 0.4 0.2 -0.348
N -2.801 1.812 4.404 -0.2 -1.4 0.0 -0.729
N -0.802 1.772 3.229 0.8 -1.8 -0.3 -0.307
N -2.735 4.251 4.672 0.2 0.0 -0.3 -0.646
N -1.478 -1.142 0.090 -0.2 0.0 0.2 1.194
N -1.717 -0.172 4.042 -0.6 -1.5 -0.4 -0.274
C -1.718 -1.948 1.196 -0.6 -0.5 -0.5 1.229
C -1.745 1.991 -0.398 -0.7 -1.3 -0.8 0.278
C -3.036 -2.413 1.522 0.8 1.5 -1.4 -0.479
C -0.977 -3.268 -2.289 -0.4 1.0 -0.7 -1.744
C -2.264 -3.538 3.502 0.3 0.0 0.4 -0.858
C 3.950 -0.818 -0.173 0.4 -0.2 -0.1 0.429
C -0.418 0.375 -4.473 -0.5 0.1 0.7 -0.592
C 4.991 -2.776 2.539 1.0 0.3 0.0 0.839
C 0.486 -0.639 -4.616 1.1 -1.1 0.1 0.300
C -0.967 -3.141 3.184 0.1 -0.2 -0.5 -0.047
C 5.203 -0.574 -1.035 0.5 -0.1 1.0 -1.340
C 4.627 -1.609 3.213 -1.5 -1.0 -0.7 -0.972
C 5.606 -0.635 3.243 -0.4 0.7 0.4 0.607
C -1.494 0.334 -3.536 0.6 -0.2 -1.0 1.578
C 0.317 -1.796 -3.828 -1.8 1.8 0.5 -0.802
C -0.681 -2.387 2.038 0.3 0.5 0.3 -0.989
C -6.033 1.506 -0.417 -0.2 0.7 -0.4 -0.805
C 6.273 -2.942 2.008 -1.0 0.6 0.7 0.288
C -2.699 3.103 4.494 -0.4 1.3 0.3 0.558
C -4.087 2.800 0.070 1.3 -1.1 -0.8 -1.141
C -1.810 1.138 3.870 0.0 1.7 0.3 0.640
C 7.227 -1.972 2.107 1.1 1.4 0.6 0.518
C -3.291 -3.114 2.641 1.4 -0.8 1.3 -0.835
C -0.753 -1.883 -2.931 0.1 -0.6 -0.1 0.337
C 4.269 2.295 1.034 0.7 -0.9 -0.1 -1.246
C 1.664 2.149 -2.131 0.8 0.8 0.0 -1.094
C -3.257 1.757 -0.411 -0.7 -0.3 0.3 0.340
C 2.847 1.182 -1.931 -0.4 0.6 -0.6 -0.702
C -1.667 -0.792 -2.739 1.1 -0.3 0.2 -0.070
C 6.880 -0.760 2.748 0.3 -1.0 -0.5 0.144
C -5.933 -0.790 -1.419 -0.1 0.0 -0.8 -1.627
C 2.904 1.603 0.947 -0.4 2.0 -1.2 -0.416
C 1.668 -0.695 -5.605 -1.0 -0.6 1.0 -1.863
C -6.323 3.750 0.720 2.3 -0.8 0.1 -1.661
C -3.869 0.528 -0.835 1.6 1.8 0.4 0.593
C -5.257 0.451 -0.879 -0.8 -0.5 0.1 0.395
C -5.450 2.673 0.068 -1.2 0.1 0.6 0.966
C -2.432 1.507 -3.613 1.3 0.7 1.4 -1.860
H -2.564 -0.674 4.315 0.3 0.6 0.2 0.366
H 3.810 1.710 -1.915 -0.2 0.0 0.0 0.602
H 2.695 1.140 1.882 -0.2 -0.6 0.8 0.314
H -1.977 -3.597 -2.580 0.0 -0.1 0.0 0.379
H -0.953 -3.281 -1.211 0.2 0.1 0.3 0.184
H 2.887 0.486 -2.788 -0.1 0.0 0.5 0.205
H -7.013 -0.816 -1.280 0.0 0.4 0.0 0.422
H -5.617 4.520 1.043 -0.5 0.1 0.3 0.347
H 1.658 2.918 -1.343 0.1 0.0 -0.3 0.355
H 4.943 -0.423 -2.065 0.0 -0.3 -0.6 0.363
H 5.785 0.312 -0.754 -0.3 0.0 0.2 0.241
H 2.482 -1.248 -5.100 -0.2 0.4 -0.4 0.354
H 4.322 2.935 1.894 -0.3 0.5 0.5 0.452
H -7.017 4.166 0.059 -1.1 0.6 -1.1 0.392
H -3.611 3.703 0.416 0.0 0.2 0.2 0.347
H -1.343 1.777 0.591 0.1 0.1 0.0 -0.182
H -0.105 -3.418 3.774 -0.1 -0.1 0.3 0.439
H 0.726 1.652 -2.026 -0.7 -0.6 -0.1 -0.064
H 0.992 -2.596 -3.921 0.7 -1.0 -0.1 0.389
H -7.126 1.534 -0.510 0.4 -0.5 0.1 0.356
H -5.565 -1.702 -0.971 0.3 -0.2 0.2 0.309
H 4.599 2.883 0.179 -0.4 0.0 -0.3 0.305
H 0.367 -2.031 1.883 -0.9 -0.5 0.1 -0.056
H -1.277 1.266 -1.123 -0.3 1.0 0.8 -1.333
H 1.322 -1.296 -6.450 0.3 0.1 -0.1 0.481
H 5.072 1.572 1.232 -0.2 -0.1 -0.2 0.052
H 0.001 1.241 2.882 -0.5 0.4 0.3 0.028
H -1.542 3.019 -0.686 0.2 0.1 0.0 0.784
H -2.457 -4.137 4.418 0.0 0.6 -0.8 0.285
H 3.510 -1.776 -0.408 0.0 -0.5 -0.2 0.655
H -2.090 2.341 -2.934 -0.5 -0.8 -0.5 0.162
H -0.877 2.735 3.029 0.0 0.9 -0.1 0.209
H 1.678 2.634 -3.116 0.1 0.0 0.3 0.436
H -6.843 3.316 1.553 -0.2 0.0 0.5 0.364
H 1.988 0.269 -5.955 0.2 0.4 -0.1 0.344
H -5.735 -0.885 -2.509 -0.1 0.0 0.6 0.287
H 2.120 2.404 0.801 0.6 -0.8 0.2 0.387
H -2.388 1.908 -4.599 -0.2 0.3 -0.8 0.643
H -1.265 -0.690 3.301 0.4 -0.1 0.0 0.059
H 4.174 -0.898 0.892 0.1 0.2 0.0 -0.866
H 5.910 -1.417 -0.905 -0.5 0.3 -0.3 0.411
H -4.275 -3.325 2.898 -1.7 -0.5 0.3 0.461
H -0.257 -3.960 -2.706 0.2 -0.2 0.1 0.483
H -3.850 -2.108 0.862 0.1 -0.1 0.4 0.454
H -3.419 1.219 -3.349 -0.9 0.0 0.2 0.327
H -0.298 1.277 -5.039 0.0 0.4 -0.4 0.440
```
Positions in Å, forces in eV/Å.

HOMO level = -4.42 eV
Frontier orbital gap = 6.53 eV
Net charge = -1
LUMO level = 2.11 eV


| no. | calculated total energy (eV) |
| --- | --- |
| 1 | -28939.0865 |
| 2 | -200358.8679 |